1.
The following is a DFT calculation (ωB97M-V with the def2-TZVPD basis set) of a cluster of 2 separate species, C7H16 in total in a non-equilibrium geometry.

Geometry as XYZ:
```
23
Properties=species:S:1:pos:R:3:forces:R:3
C 2.8001 0.2764 0.1033 0.0061 0.1463 -0.2089
C 1.2933 0.3639 0.2356 -1.0544 0.4728 -3.8909
C 0.6398 -0.1940 -1.3772 2.6480 -0.1416 2.1762
C 0.7626 -0.3342 1.4248 -2.3489 -1.9944 0.0262
H 3.1363 0.7025 -0.8419 0.0491 0.0860 0.0425
H 3.1239 -0.7644 0.1189 0.0513 -0.0671 0.0876
H 3.2985 0.8209 0.9074 0.0184 -0.1114 0.1144
H 0.9720 1.4050 0.2196 0.1796 0.1049 0.1442
H 1.5814 -0.2833 -1.9143 0.2546 -0.3360 -0.0493
H 0.1021 0.4408 -2.0721 -0.7502 0.3974 0.7477
H 0.2397 -1.2037 -1.2786 -0.1458 0.3024 -0.0638
H 0.1965 0.3082 2.0928 0.1898 0.3323 0.1956
H 1.5188 -0.8594 2.0047 0.0558 -0.0831 -0.0567
H -0.0918 -1.0659 1.0889 2.2095 0.9447 0.8063
C -1.9350 -1.1624 0.5779 -1.9369 0.6587 -1.4380
C -2.0410 -0.3378 -0.4881 -0.6621 -0.7869 1.5101
C -2.2825 1.1329 -0.3604 0.0698 0.0168 0.0414
H -2.0026 -2.2342 0.4564 0.4112 -0.1326 -0.0944
H -2.1680 -0.8045 1.5720 0.4415 0.1765 0.1202
H -2.0777 -0.7534 -1.4848 0.2221 -0.0565 -0.0816
H -3.3426 1.3576 -0.5175 0.0766 0.0008 -0.0580
H -1.7116 1.6909 -1.1000 0.0223 0.1155 -0.0397
H -2.0119 1.4980 0.6325 -0.0076 -0.0455 -0.0313
```
Positions in Å, forces in eV/Å.

Computed properties:
HOMO level: -8.93 eV
Energy relative to the best compared isomer or geometry (same formula, charge and spin): 66.09 kcal per mole
Structure (SMILES): CC(C)C.C=CC
Frontier orbital gap: 10.084 eV
LUMO level: 1.15 eV

2.
The following is a DFT calculation (ωB97M-V with the def2-TZVPD basis set) of a cluster of 2 separate species, C28H33N2O in total in a non-equilibrium geometry.

Geometry as XYZ:
```
64
Properties=species:S:1:pos:R:3:forces:R:3
C -2.8262 -4.6797 2.8089 0.0018 0.3665 0.4883
C -3.6076 -3.6559 1.9701 -0.0883 -0.1802 -0.4741
C -2.6213 -2.5310 1.6508 -0.7618 0.5197 0.1350
N -1.2956 -3.1084 1.9052 1.8396 1.2839 -0.4629
C -0.2013 -2.4131 1.6854 -1.1849 -0.7157 0.7357
C 1.1152 -2.9819 1.7800 1.2740 -0.5795 -0.0336
C 1.4272 -4.2650 1.2503 -0.0203 0.4289 0.4117
C 2.6861 -4.8183 1.4666 -0.1106 0.1523 -0.1182
C 3.6619 -4.1054 2.1752 -0.3926 0.2574 0.0260
C 3.3805 -2.8159 2.6503 0.1347 -0.1688 -0.0129
C 2.1309 -2.2468 2.4379 -0.5124 -0.1013 -0.2298
C -1.3438 -4.4609 2.4762 -0.3397 -1.2499 -0.2257
H -2.9755 -4.4719 3.8753 -0.0516 -0.1432 -0.2086
H -3.1282 -5.7103 2.6117 0.0170 0.2008 0.0660
H -3.9445 -4.1061 1.0295 -0.0380 0.0412 0.2439
H -4.4768 -3.2585 2.4976 0.0828 -0.1805 -0.1288
H -2.6877 -2.1824 0.6090 0.1068 -0.2041 0.3677
H -2.7954 -1.6571 2.3005 0.3045 -0.3016 -0.1329
H -0.3234 -1.3330 1.5420 -0.0734 -0.3445 -0.2457
H 0.6843 -4.8030 0.6585 0.3168 0.1408 0.2048
H 2.9054 -5.8123 1.0738 -0.0161 0.3349 0.0909
H 4.6410 -4.5527 2.3496 -0.2834 0.1591 -0.0500
H 4.1440 -2.2568 3.1944 -0.2484 -0.1747 -0.2088
H 1.8889 -1.2429 2.8011 0.2417 -0.3353 -0.0673
H -0.7085 -4.5748 3.3678 -0.0044 0.4469 -0.4217
H -1.0029 -5.2136 1.7491 -0.1951 0.4361 0.1862
O -0.8006 2.7471 -3.0244 -0.5128 -0.6070 -0.2736
C -0.1232 2.5971 -1.7880 -0.1187 0.3568 -0.1129
C 0.9824 3.6548 -1.8358 -0.0575 -0.5946 0.2437
C 0.7539 4.8255 -2.5511 0.4534 0.3763 -0.0018
C 1.7562 5.8015 -2.6065 -0.0572 -0.3285 0.1853
C 2.9764 5.6011 -1.9507 -0.1977 -0.0462 0.0551
C 3.1926 4.4225 -1.2318 -0.1640 -0.1977 0.0215
C 2.1992 3.4396 -1.1777 -0.0399 0.4997 -0.1840
C -1.0968 2.8264 -0.6162 0.5031 0.4955 -0.1623
C -2.4491 2.5164 -0.7422 -0.2964 0.1002 0.3808
C -3.3232 2.7704 0.3235 0.2937 -0.0257 0.0241
C -2.8436 3.3303 1.5151 0.0461 -0.0917 -0.2041
C -1.4876 3.6502 1.6287 0.0977 -0.1243 -0.1718
C -0.6147 3.4072 0.5621 -0.5365 -0.2082 0.2572
C 0.4418 1.1696 -1.6743 0.9839 0.1479 0.4743
C 1.4210 0.7954 -2.8093 -0.5203 0.2125 -0.1162
C 1.1709 -0.7009 -3.0434 0.3158 -0.1811 0.3580
C -0.2680 -0.9518 -2.5558 -0.2459 -0.1583 -0.7685
N -0.6139 0.2151 -1.7728 -1.0094 -0.3957 -0.1515
H -1.3803 1.9751 -3.1737 0.4428 0.2904 0.2966
H -0.1914 4.9653 -3.0799 0.3759 -0.0319 0.2521
H 1.5636 6.7172 -3.1602 0.1491 -0.1305 0.0925
H 3.7514 6.3687 -1.9854 -0.2306 -0.2389 -0.0163
H 4.1288 4.2462 -0.7004 -0.1792 0.1698 -0.2147
H 2.3607 2.5084 -0.6235 0.0650 0.4969 -0.1977
H -2.8432 2.1030 -1.6750 0.1466 0.1994 0.3782
H -4.3816 2.5387 0.2054 0.2280 0.0872 0.0984
H -3.5273 3.5288 2.3439 0.2163 -0.0368 -0.2938
H -1.0946 4.1043 2.5398 -0.1991 -0.1033 -0.2220
H 0.4383 3.6818 0.6356 -0.3541 -0.0355 0.0370
H 0.9465 1.0663 -0.6944 0.0380 0.2298 -0.1963
H 1.1505 1.3739 -3.7059 0.1193 -0.1258 0.2869
H 2.4541 1.0416 -2.5451 -0.2289 -0.1436 -0.1245
H 1.3058 -0.9814 -4.0911 0.0010 -0.0265 0.1958
H 1.8755 -1.2884 -2.4398 -0.1039 0.0483 -0.1612
H -0.9408 -1.0119 -3.4282 0.1286 -0.2107 0.2204
H -0.3761 -1.8976 -2.0018 0.1329 0.1559 -0.0455
H -1.2404 0.1001 -0.9862 0.3163 0.0867 -0.1741
```
Positions in Å, forces in eV/Å.

Computed properties:
HOMO level: -10.65 eV
Charge: +1
Energy relative to the best compared isomer or geometry (same formula, charge and spin): 3.58 kcal per mole
Frontier orbital gap: 6.036 eV
LUMO level: -4.62 eV

3.
The following is a DFT calculation (ωB97M-V with the def2-TZVPD basis set) of a structure of composition C5H8 in a non-equilibrium geometry.

Geometry as XYZ:
```
13
Properties=species:S:1:pos:R:3:forces:R:3
C -0.4675 -0.8231 0.5742 0.0234 0.4017 0.3994
C 0.1208 0.6119 1.1376 -0.9189 -1.1301 0.5610
C 0.9063 1.3896 -0.2179 0.0797 -0.2997 -0.6224
C 0.4391 0.6134 -1.2285 0.0034 0.0561 -0.0631
C -0.4178 -0.6343 -0.9718 0.0070 0.1378 0.1167
H -1.4776 -0.9174 0.9637 -0.0064 -0.2058 -0.1336
H 0.1165 -1.7031 0.8843 -0.0810 0.4751 0.0541
H -0.7408 1.2707 1.1943 0.2859 0.0957 -0.1281
H 0.7349 0.7035 2.0420 -0.4447 -0.5123 -0.1486
H 0.9007 0.2237 0.3471 1.1516 0.9347 -0.5073
H 0.6305 0.9016 -2.2622 -0.0663 -0.0683 0.1322
H -1.4221 -0.4693 -1.3810 0.1178 -0.0060 0.1034
H 0.0010 -1.4999 -1.5040 -0.1513 0.1209 0.2364
```
Positions in Å, forces in eV/Å.

Computed properties:
HOMO level: -8.46 eV
Energy relative to the best compared isomer or geometry (same formula, charge and spin): 117.09 kcal per mole
Frontier orbital gap: 9.321 eV
LUMO level: 0.86 eV